Computed, not measured: the ion C11H16N3 with charge +1, with ωB97M-V/def2-TZVPD.

LUMO ... -3.145 eV
E ... -16129.9019 eV
Total charge ... +1
Orbital gap ... 0.2856 Eh

Atoms and positions in Å:
H  -0.5637  -3.2961  0.3890
H  2.1869  0.2990  -1.5503
C  1.7903  1.2724  0.3676
H  -1.0604  3.1298  0.5664
H  -0.0466  -0.6841  -0.3139
H  -3.9557  -1.2996  0.3496
H  3.5468  0.2317  -0.4370
C  1.7417  -3.3514  0.3905
N  -3.4535  0.4500  -0.9406
H  1.4385  0.8212  1.3079
C  -0.6750  2.0968  0.6096
C  2.6445  -2.3432  0.1604
H  -4.1737  0.2930  -1.6364
C  0.3904  -2.7967  0.2554
C  -2.3035  0.1234  0.8327
C  0.5737  1.9460  -0.3379
H  -2.4049  2.2284  -1.6029
H  3.7265  -2.4494  0.2058
H  -0.4122  1.9237  1.6641
C  -2.5536  1.4088  -0.9024
H  0.7852  2.9608  -0.7117
H  0.2345  1.3759  -1.2234
H  1.9518  -4.3928  0.6270
C  0.6471  -1.4925  -0.0805
C  -3.3472  -0.4271  0.1420
N  -1.8039  1.2388  0.1999
N  1.9730  -1.1861  -0.1350
C  2.4531  0.1375  -0.4862
H  -1.8743  -0.2728  1.7518
H  2.5443  2.0544  0.5389

Cartesian forces, eV/Å:
0.30 0.18 -0.12
0.25 0.06 0.40
-0.07 -0.18 -0.83
0.15 -0.42 0.01
0.10 -0.43 0.07
0.07 0.36 -0.31
-0.39 -0.52 0.23
-1.36 -0.03 0.09
-1.49 -1.51 -0.29
0.44 0.29 -0.15
0.42 0.84 -0.41
0.58 -0.84 0.16
0.31 0.50 -0.19
2.25 0.06 -0.08
0.23 -1.23 1.36
-0.85 -0.01 0.34
-0.27 -0.41 0.11
-0.33 0.44 -0.13
-0.32 -0.30 -0.45
0.86 0.67 0.39
0.28 -0.45 0.19
0.31 0.14 0.36
0.17 0.45 -0.04
-1.67 1.15 -0.22
1.51 1.93 -0.08
-1.05 -0.71 -0.25
0.04 -0.72 0.40
-0.23 0.73 -0.52
0.02 0.36 -0.33
-0.26 -0.38 0.30

=====

Computed, not measured: a cluster of 6 separate species, C35H68Br2F3NO20 in total, with ωB97M-V/def2-TZVPD.

LUMO ... 0.305 eV
E ... -228071.0394 eV
Total charge ... 0
Orbital gap ... 0.3676 Eh

Atoms and positions in Å:
H  -1.1566  -4.5884  -4.0860
C  -2.8873  2.3378  -8.1364
F  -0.7412  -0.2571  5.5031
H  7.7817  -6.0960  10.6267
O  2.7069  1.5638  1.0556
N  -1.5430  -0.1374  0.7973
H  -1.5693  -1.6799  -3.9445
O  -0.3827  -3.2543  -7.7625
O  0.4412  1.6807  0.6688
H  -0.2988  1.5734  -1.3595
C  -0.8688  3.5424  -0.4745
H  -2.5360  0.9623  -2.8249
C  8.3939  -6.9899  10.4940
C  -2.5659  -2.1836  -2.0422
C  2.9467  3.5212  -1.1796
O  6.8187  -7.1117  8.3647
H  9.1127  -6.8482  9.6851
C  -0.3056  -2.6671  6.5075
H  -4.0758  4.8011  -1.0066
H  -0.9871  -3.2303  7.1488
H  5.8738  -9.1570  6.9511
H  6.1801  -2.8546  1.1826
H  -1.0380  -4.2913  -2.2678
C  5.2784  -9.2107  7.8643
C  -1.8681  1.1464  0.1263
H  -3.3568  -1.0212  -7.7165
C  -0.5356  -5.5250  -9.1228
H  2.7295  -0.4901  1.3389
O  2.7318  -4.2199  7.2038
C  1.6018  -3.5587  7.4927
C  6.8352  -8.0410  9.1303
H  -2.2254  -1.7546  -6.5694
H  1.6771  3.3387  0.9404
H  -4.0453  1.6246  -3.4716
H  0.0514  3.9776  -0.9939
C  -0.5510  1.9760  -0.3177
C  2.0050  2.8679  -3.5919
C  -1.4063  -3.5200  -8.3378
H  -2.4522  1.8638  0.7916
H  -3.7378  3.0196  -8.0839
O  -5.9786  9.9238  0.1657
H  4.4358  -5.0305  7.9871
H  -2.7150  -3.1182  -1.3959
H  2.6371  4.4517  -0.5926
O  7.5733  -8.1299  10.2447
O  -1.6527  1.8871  3.2562
H  4.6673  -1.1479  1.8825
Br  -0.9483  4.5005  1.2806
H  -6.2820  11.7528  -0.7763
H  4.7490  -10.1630  7.8766
C  -2.0389  -2.6119  -3.4824
O  -2.5134  -2.7652  -8.3643
C  4.3421  0.0042  -0.0760
H  -7.4458  10.4557  -1.2088
O  -1.6345  -1.3058  -1.3424
C  5.2556  -0.8014  0.9661
O  1.2523  -3.2007  8.5878
H  -3.7947  7.3288  -1.6492
O  0.9302  -3.3663  6.3499
H  4.0011  3.2369  -0.8475
H  4.3374  -0.4957  -1.1020
H  2.1546  3.1671  -4.6765
C  3.5531  -4.4953  8.3373
C  -3.3376  7.8871  -0.8331
C  2.8453  0.2520  0.4745
C  -2.4074  -1.5493  -7.6262
H  0.3268  -5.0493  -9.5929
O  -4.2529  1.3154  -6.1052
H  0.0596  -3.4042  -3.4177
H  -3.5250  3.6484  0.3772
H  6.1332  -0.1710  1.3141
C  -2.1157  -1.2668  0.0096
H  -2.7950  7.1882  -0.1976
H  -2.6306  8.6247  -1.2183
H  -0.3631  0.2912  3.0884
H  -3.1918  1.3726  -8.5454
H  3.0245  -5.1298  9.0512
H  5.1027  -2.5961  -0.3314
H  -1.8222  -2.2515  0.5167
H  8.9432  -7.1730  11.4169
H  4.8418  1.0257  -0.1956
H  -2.9429  -2.9567  -4.0828
H  -2.5696  -1.2976  2.2856
C  -2.2986  -0.2041  2.0964
H  -2.4869  1.0082  -0.8263
H  -7.5241  11.2401  0.3763
H  -3.3076  0.3363  2.0340
C  -2.0975  3.8521  -1.4276
C  2.8746  3.9196  -2.7327
O  -1.6385  -4.6223  -9.0633
H  -4.1276  3.0016  -1.2091
H  3.9147  4.0591  -3.1763
H  2.3414  4.9260  -2.7963
H  -1.6189  -0.9159  -8.0380
C  -1.4740  0.4572  3.2835
O  2.0179  2.4190  -0.9757
H  3.8777  -3.5678  8.8125
O  6.1184  -9.1671  9.0166
H  6.8079  -1.8199  -0.2572
H  4.5427  -8.4050  7.8927
H  -0.7591  -2.5701  5.5247
C  -6.8497  10.8966  -0.4077
C  -3.5300  3.8528  -0.7302
H  -0.8369  -6.3758  -9.7332
H  -0.1342  -1.6720  6.9096
C  1.6849  2.3295  0.4080
C  -1.8837  -0.0554  4.7341
H  2.0502  -0.0249  -0.2761
C  -3.1086  1.6465  -5.9294
H  2.3428  1.7997  -3.4289
F  -2.6226  -1.2353  4.7455
O  -2.2917  2.1751  -6.8497
H  -2.1365  2.7715  -8.7960
O  -4.3387  8.5187  -0.0331
H  -3.6049  -1.7026  -2.1047
H  -2.0936  3.0367  -2.2275
H  -3.4976  -0.0223  -3.9371
C  -5.0872  9.4109  -0.6944
Br  -1.8736  5.5612  -2.4595
O  -2.4289  1.5487  -4.7786
C  -3.1823  0.9958  -3.7021
H  -2.6067  2.0977  3.2289
O  -4.9791  9.7017  -1.8578
H  -0.2799  -5.8873  -8.1254
C  -0.9915  -3.7987  -3.2825
H  0.8983  3.0148  -3.3537
C  5.8962  -2.1410  0.3394
H  -3.2656  -1.2392  0.0081
F  -2.6510  0.9032  5.4073

Cartesian forces, eV/Å:
0.29 0.93 1.09
-0.10 0.12 -0.42
-2.03 0.71 -1.34
0.06 -0.06 -0.17
-1.30 0.23 -0.92
-2.21 -0.14 -0.18
-0.60 -1.38 0.36
-0.18 -0.05 -0.07
0.41 1.00 -2.08
0.20 0.74 1.34
1.11 0.14 -1.30
0.19 -0.02 -0.30
0.28 0.30 0.15
-0.58 -0.53 -0.44
0.39 0.71 -0.96
-0.03 -0.11 0.12
-0.18 0.07 -0.01
-0.30 -0.14 0.18
0.60 -1.04 0.70
0.13 0.07 0.08
-0.06 0.16 0.09
-0.25 0.87 -1.31
-0.18 0.62 -1.11
-0.27 -0.10 -0.32
0.41 1.86 -0.63
-0.02 -0.26 -0.11
0.28 -0.32 -0.07
-0.07 1.00 -1.11
-0.24 0.11 -0.03
0.02 -0.04 -0.24
0.00 -0.20 0.16
0.15 0.02 -0.11
0.14 -1.15 -0.90
-0.05 -0.13 -0.15
-1.25 -0.49 0.86
-1.86 -0.81 -0.04
0.45 1.06 -0.10
-0.16 -0.06 -0.10
0.73 -1.26 -0.58
-0.02 -0.19 0.04
0.17 -0.13 -0.08
-0.17 0.06 -0.21
0.21 1.04 -0.93
0.28 -1.39 -0.45
-0.19 -0.07 -0.21
-0.05 -0.97 -0.06
0.61 0.81 -1.20
-0.14 -0.49 -1.00
-0.03 -0.15 -0.11
0.18 0.04 0.23
0.02 0.07 1.60
0.16 -0.21 -0.05
0.16 0.71 0.49
0.17 0.08 -0.04
-1.46 -0.47 0.42
0.35 -0.97 -0.11
0.06 -0.07 -0.16
-0.02 0.26 0.04
0.24 -0.17 0.20
-1.43 0.19 -0.44
-0.07 0.54 1.40
-0.26 -0.57 1.19
0.35 -0.15 0.25
0.15 -0.12 -0.01
1.04 -1.82 0.55
-0.08 0.41 0.16
-0.03 0.02 0.19
0.19 -0.01 0.05
-1.14 -0.51 0.19
0.20 0.61 -1.21
-1.26 -0.59 -0.24
0.15 -0.77 0.33
-0.23 0.15 0.15
-0.13 -0.06 -0.11
-1.52 0.06 0.52
-0.11 0.10 0.10
-0.03 0.20 0.01
1.17 0.23 0.74
-0.29 1.29 -0.50
-0.18 -0.22 -0.07
-0.88 -1.27 -0.07
1.20 0.52 0.69
0.66 1.45 0.06
-0.14 -0.51 0.65
0.74 -0.05 1.36
0.19 -0.20 0.09
1.16 -0.61 0.00
-0.37 -1.17 0.60
-0.54 -0.23 0.12
-0.06 0.25 0.12
0.71 1.11 0.67
-1.34 -0.31 0.64
0.76 -1.26 -0.04
0.07 -0.13 0.15
-0.31 0.37 -0.74
-0.36 1.29 1.49
-0.17 -0.08 0.05
0.19 0.19 0.11
-1.11 -0.79 0.58
0.17 0.03 -0.08
0.32 -0.24 0.04
-0.28 0.28 -0.08
-0.43 -0.61 -1.06
-0.21 0.20 0.03
0.03 -0.32 0.20
1.41 -0.35 1.23
0.04 0.44 0.82
0.87 0.73 0.68
0.21 0.15 -0.10
-0.54 1.32 -0.20
1.17 1.71 0.00
-0.09 -0.16 0.29
0.10 -0.05 0.27
-0.24 0.30 -0.03
1.37 -0.29 0.05
0.17 1.30 0.96
-0.12 0.14 -0.02
0.06 -0.12 0.23
0.40 -1.17 0.38
0.00 0.06 -0.16
-0.18 -0.11 0.30
0.61 -0.26 0.15
-0.04 -0.03 0.18
0.07 0.16 -0.07
0.36 0.19 -1.05
1.50 -0.47 -0.25
-0.47 1.02 0.29
1.22 0.21 -0.11
1.15 -1.85 -1.10

=====

Computed, not measured: a structure of composition C20H14N4OS3SbW, with ωB97M-V/def2-TZVPD.

LUMO (spin up / spin down) ... -8.313 / -8.171 eV
⟨S²⟩ ... 0.7707
Spin multiplicity ... 2
E ... -69831.6880 eV
Total charge ... +2
Orbital gap (spin up / spin down) ... 0.1493 / 0.1546 Eh

Atoms and positions in Å:
H  2.9276  1.3344  -5.2055
H  -3.6508  3.9714  0.7997
H  1.3784  1.5431  -3.3656
C  -2.1731  2.4929  0.3313
C  0.9968  -0.2513  -1.3174
H  0.0720  1.6124  -1.7116
H  5.4827  -0.1823  -7.2402
O  4.5885  -0.7858  -5.5413
C  -0.2549  -2.5691  2.1088
C  1.9151  -0.3371  -2.4351
S  -5.1428  -0.0997  5.4596
C  -1.5844  1.2678  0.7112
W  -3.2792  0.3773  4.5588
C  -0.0930  -0.6795  0.4623
H  5.0406  1.1518  -6.1523
H  0.5020  -3.1284  1.5736
H  -1.8400  3.0018  -0.5642
C  3.6263  -1.5808  -3.5873
C  -3.6075  2.3958  2.2456
S  -4.1075  1.0780  9.2777
C  -0.6235  -1.2980  1.6341
C  2.8829  0.5488  -4.4669
C  -0.5676  0.5536  0.0297
C  2.7463  -1.4615  -2.5426
N  0.1441  0.8085  -1.1117
Sb  -3.0573  -0.1857  7.9073
C  2.0007  0.6562  -3.4081
H  3.7816  0.3159  -7.1119
N  0.8593  -1.1629  -0.3663
C  4.7199  0.1953  -6.5682
C  -2.0749  0.6725  1.8856
C  -0.8710  -3.0788  3.2289
N  -3.0587  1.2466  2.6352
C  -1.6022  -0.5961  2.3392
N  -2.1822  -1.1003  3.4725
H  -0.6238  -4.0590  3.6095
S  -2.2225  1.7356  5.8242
C  -3.1821  3.0409  1.0850
H  4.2740  -2.4411  -3.6830
H  -4.3852  2.8091  2.8741
C  -1.8258  -2.3145  3.8951
C  3.7042  -0.5775  -4.5630
H  2.6863  -2.2362  -1.7911
H  -2.3190  -2.6840  4.7847

Cartesian forces, eV/Å:
0.00 0.00 0.00
0.00 0.00 0.00
0.00 0.00 0.00
-0.01 -0.01 -0.01
0.00 0.00 0.00
0.00 0.00 0.01
0.00 0.00 0.00
0.01 0.00 0.00
0.00 -0.01 0.00
0.00 0.00 0.00
0.09 -0.26 -0.18
-0.02 0.02 0.00
-0.09 0.59 -0.27
-0.01 0.00 -0.01
0.00 0.00 0.00
0.00 0.00 0.00
0.00 0.00 0.00
0.00 0.00 0.00
0.03 0.01 0.01
-0.01 0.04 -0.05
-0.02 -0.02 0.00
0.00 0.00 0.00
0.02 0.00 0.01
0.00 0.00 0.00
-0.01 -0.01 -0.01
-0.08 -0.04 0.32
0.00 0.00 0.00
0.00 0.00 0.00
0.00 0.00 0.00
0.00 0.00 0.00
-0.01 -0.14 -0.04
0.00 0.00 0.00
-0.22 0.00 -0.02
-0.04 -0.03 -0.04
0.15 0.06 0.13
0.00 0.00 0.00
0.24 -0.23 0.16
-0.01 0.00 0.00
0.00 0.00 0.00
0.00 0.00 0.00
0.00 0.00 0.00
0.00 0.00 0.00
0.00 0.00 0.00
0.01 0.01 0.01

=====

Computed, not measured: the molecule C6H13NO2, with ωB97M-V/def2-TZVPD.

LUMO ... 0.718 eV
E ... -12017.2899 eV
Total charge ... 0
Orbital gap ... 0.3596 Eh

Atoms and positions in Å:
C  -0.7724  -0.4153  -0.2891
H  0.0561  2.5543  -0.2540
H  -2.2618  0.5985  0.7405
O  2.6245  1.0665  -0.1260
H  -0.9557  -2.6610  0.0374
N  1.1540  -1.6166  -1.0476
C  -0.9857  2.1110  -0.3367
H  -1.3915  -0.4646  -1.1528
H  0.6672  -2.3704  -0.6019
H  0.8461  0.5187  -1.4749
H  -1.1384  1.9152  -1.4471
H  -0.2625  -1.8454  1.4602
H  -1.8131  2.8375  -0.1067
C  0.7396  -0.2677  -0.7031
C  1.6299  0.3354  0.4446
H  2.1277  -1.7666  -0.9440
O  1.5759  -0.1488  1.5290
C  -1.2469  0.7847  0.4400
H  -0.7886  0.8439  1.4972
H  -1.9855  -1.7313  1.1611
C  -0.9763  -1.6822  0.6210
H  3.1576  1.4041  0.5529

Cartesian forces, eV/Å:
1.60 -0.84 1.85
-1.38 -0.50 0.27
-0.92 0.45 -0.49
-1.74 -0.34 -0.60
-0.21 1.22 0.55
0.50 0.82 -1.11
-0.99 0.02 -1.07
-0.25 -0.52 -1.04
-0.10 0.32 0.29
-0.18 -1.05 -0.43
0.25 0.13 1.15
-0.14 0.68 -0.81
1.22 -0.30 0.07
-1.21 0.42 0.75
-0.78 -2.81 -2.50
0.95 -0.11 -0.13
0.83 1.09 1.56
1.21 1.60 2.29
-0.15 -0.03 -1.59
1.09 0.50 -1.03
-1.21 -1.56 0.30
1.62 0.80 1.73